Record 1
Below is a 4-piece molecular cluster, C5H11N overall, with properties calculated with wB97M-V/def2-TZVPD.

Output
HOMO-LUMO gap in eV: 10.4
LUMO in eV: 1.17
Strongest force on any atom in eV/Å: 0.299
HOMO in eV: -9.20

CARTESIAN COORDINATES (ANGSTROEM)
C  1.8562  -0.5714  1.1804
C  1.8974  -0.5476  -0.1890
N  0.1677  0.4760  -0.9670
C  -0.4082  1.3028  -0.1417
C  -1.0476  0.0032  -0.2537
C  -2.2836  -0.3016  -1.0608
H  0.7647  0.5634  1.5330
H  1.3957  -1.4105  1.6977
H  2.5640  0.0114  1.7643
H  2.5603  0.1363  -0.7091
H  1.5261  -1.3782  -0.7768
H  0.1967  1.1477  1.2773
H  -0.5259  2.3805  -0.1477
H  -0.8648  -0.6677  0.5967
H  -3.1885  0.0181  -0.5310
H  -2.3670  -1.3777  -1.2481
H  -2.2433  0.2152  -2.0243

***

Record 2
Below is an isolated ion of composition C6H9ClNO2 and charge +1 in a non-equilibrium geometry, with properties calculated with wB97M-V/def2-TZVPD.

Output
HOMO-LUMO gap (spin up / spin down) in eV: 7.3 / 7.3
Total charge: +1
LUMO (spin up / spin down) in eV: -5.52 / -5.52
Strongest force on any atom in eV/Å: 4.622
HOMO (spin up / spin down) in eV: -12.86 / -12.86

CARTESIAN COORDINATES (ANGSTROEM)
C  0.6069  0.1361  -1.8046
C  -1.8051  -0.4649  -1.8814
C  2.4433  -0.3633  0.4932
C  -0.6885  -0.0055  1.0676
C  -0.9535  0.8545  -0.1677
C  0.6234  0.0792  1.9559
N  -0.6738  0.1747  -1.3785
O  -2.8555  -0.2460  -1.3399
O  1.6274  -0.6558  1.3331
Cl  0.9511  -0.8210  -3.0880
H  -1.7195  -1.0388  -2.8785
H  3.1992  -1.2027  0.1887
H  2.6100  0.6373  0.0159
H  -1.5802  0.2169  1.6711
H  -0.7442  -0.9866  0.7521
H  -2.0452  1.0955  -0.0190
H  -0.4705  1.8997  -0.1432
H  0.9931  1.1177  2.2175
H  0.4818  -0.4272  3.0057

***

Record 3
Below is C6H6 as an isolated structure in a non-equilibrium geometry, with properties calculated with wB97M-V/def2-TZVPD.

Output
HOMO-LUMO gap in eV: 8.5
LUMO in eV: 0.35
Strongest force on any atom in eV/Å: 3.912
HOMO in eV: -8.14

CARTESIAN COORDINATES (ANGSTROEM)
C  2.0275  -0.0361  0.4103
C  0.7607  -0.1696  -0.1381
C  -0.4811  -1.0812  0.1286
C  -0.0756  1.1297  0.3572
C  -0.0438  0.7934  -1.0140
C  -1.1649  0.2042  -0.1630
H  2.2200  -0.9146  0.9349
H  -0.5559  -1.8129  -0.5540
H  -0.6164  -1.5840  1.0748
H  0.0938  1.8662  1.0168
H  0.1312  1.2543  -1.9587
H  -2.2956  0.3505  -0.0948

***

Record 4
Below is an isolated molecule of C2H5Cl2P in a non-equilibrium geometry, with properties calculated with wB97M-V/def2-TZVPD.

Output
HOMO-LUMO gap in eV: 9.9
LUMO in eV: 0.73
Strongest force on any atom in eV/Å: 4.081
HOMO in eV: -9.18

CARTESIAN COORDINATES (ANGSTROEM)
C  -0.2101  0.2041  -0.5611
C  0.9274  0.1707  0.5546
P  3.0605  -0.0965  0.7764
Cl  3.5018  -1.6839  -0.2923
Cl  3.5129  1.3963  -0.4494
H  0.3886  0.3889  -1.4488
H  -0.8877  0.9441  -0.1674
H  0.9663  1.1296  0.9198
H  -0.6973  -0.8047  -0.7015
H  0.4363  -0.3467  1.3650

***

Record 5
Below is a 2-piece molecular cluster, H5OS2 overall in a non-equilibrium geometry, with properties calculated with wB97M-V/def2-TZVPD.

Output
HOMO-LUMO gap (spin up / spin down) in eV: 5.8 / 9.5
Multiplicity: 2
LUMO (spin up / spin down) in eV: 0.63 / 0.26
Strongest force on any atom in eV/Å: 5.912
HOMO (spin up / spin down) in eV: -5.13 / -9.28

CARTESIAN COORDINATES (ANGSTROEM)
O  -0.1509  0.2977  -1.7889
H  -0.1598  0.8296  -2.5717
H  -0.8466  -0.2558  -1.6172
H  0.6050  -1.1362  -0.1724
S  -0.7321  0.7540  1.5865
S  0.7475  -0.5222  1.0462
H  -1.4096  -0.0936  2.3976
H  1.9464  0.1265  1.1199

***

Record 6
Below is an isolated molecule of C9H5Cl3N4S in a non-equilibrium geometry, with properties calculated with wB97M-V/def2-TZVPD.

Output
HOMO-LUMO gap in eV: 7.8
LUMO in eV: -0.42
Strongest force on any atom in eV/Å: 2.191
HOMO in eV: -8.18

CARTESIAN COORDINATES (ANGSTROEM)
S  -1.0459  -1.5154  2.4258
Cl  -1.5177  -3.1705  -2.6560
Cl  1.1446  4.3975  -1.2001
Cl  1.7150  4.4917  4.0669
N  1.3734  4.2763  1.4769
N  1.2517  2.2387  0.3310
C  -0.5304  -1.4671  0.8133
C  0.2099  -1.2430  -1.8720
C  0.8860  -0.4097  -0.8891
C  -0.7488  -2.1478  -1.5281
C  0.5127  -0.5145  0.4416
C  1.2936  3.5675  0.3577
C  1.4800  3.5921  2.6289
C  1.3345  1.5507  1.4575
C  1.4685  2.2110  2.6688
N  -1.1419  -2.1876  -0.2029
N  1.1768  0.1812  1.4454
H  0.5327  -1.1446  -2.9403
H  1.5580  0.3904  -1.2170
H  1.5492  1.6827  3.5762
H  -1.7540  -2.9386  0.0947
H  0.8940  -0.1990  2.3627